Record 1
47
Properties=species:S:1:pos:R:3 method="wB97M-V/def2-TZVPD" orbital_gap_ha="0.278 / 0.280" multiplicity=4 total_charge=+1 e_lumo_ev="-4.57 / -4.55" s_squared=3.7546
Nd 1.30671 -0.01205 0.08036
Cl 2.13661 -2.08515 1.57906
C 2.50011 -0.72035 2.65696
Cl 3.46671 0.42545 1.70896
C 1.09231 -0.05305 3.00686
O 0.72861 -0.07285 4.14816
O 0.52131 0.40405 1.97286
H 3.05721 -1.06725 3.52816
O 1.61201 -0.44935 -1.85254
N 2.82311 0.05145 -1.69154
C 3.78921 -0.80675 -1.47384
C 5.11561 -0.33595 -1.30514
N 6.19131 0.02535 -1.15344
C 3.48671 -2.19595 -1.34104
N 3.07831 -3.25725 -1.18274
S 1.61961 2.73945 -0.48684
C 0.06811 3.30155 -0.20874
N -0.48669 4.34565 -0.82044
C -1.87789 4.51455 -0.44734
C -1.98019 3.62155 0.80106
N -0.81159 2.75765 0.66506
H -0.05509 4.82125 -1.59554
H -2.52709 4.15825 -1.25604
H -2.10759 5.55995 -0.23914
H -2.89819 3.03535 0.82176
H -1.91519 4.20735 1.72296
H -0.48279 2.22775 1.46816
C -3.04629 0.25385 -0.36154
P -1.30939 -0.00315 -0.89744
C -1.53689 -0.35905 -2.67934
C -0.95729 -1.69835 -0.20714
C -0.26949 -2.66085 -0.96124
C 0.01381 -3.90725 -0.42114
C -0.36199 -4.20205 0.88066
C -1.00709 -3.24485 1.65116
C -1.29619 -1.99685 1.11986
H -3.10229 0.39525 0.71576
H -3.65839 -0.60145 -0.64714
H -3.42709 1.14745 -0.85514
H -2.28539 -1.13705 -2.83494
H -0.57919 -0.65335 -3.10564
H -1.85679 0.56075 -3.16924
H 0.00111 -2.45815 -1.98954
H 0.50531 -4.65195 -1.02894
H -0.16269 -5.18095 1.28856
H -1.30249 -3.47585 2.66406
H -1.81239 -1.26685 1.73216



Record 2
37
Properties=species:S:1:pos:R:3 method="wB97M-V/def2-TZVPD" orbital_gap_ha=0.185 total_charge=-1 e_lumo_ev=2.34
C 0.33072 0.64825 -3.28676
C -1.09977 0.61191 -3.01494
C -1.42169 -0.69337 -2.47552
H -1.84286 1.39168 -3.23879
C -0.18584 -1.40246 -2.30496
C 0.89748 -0.54962 -2.77392
H 1.91556 -0.86957 -2.90136
H 0.88434 1.49487 -3.67440
H -2.40454 -1.09022 -2.26700
H -0.10847 -2.42260 -1.89949
Lu 0.50809 1.14594 -0.91400
Cl -0.70484 3.09914 -0.25684
C -2.74622 -0.18211 2.02186
C -2.68196 -1.53619 1.58203
C -3.42614 -1.65291 0.38573
H -2.07788 -2.30824 2.04499
C -4.01543 -0.39032 0.08964
C -3.58575 0.52885 1.09628
H -3.79632 1.59574 1.13494
H -2.22200 0.25334 2.84647
H -3.51387 -2.53953 -0.22633
H -4.62250 -0.14720 -0.76618
C 2.73705 1.76067 -0.89850
C 2.73349 0.89911 0.34836
C 3.78359 0.70441 1.29438
C 3.23419 -0.07955 2.33650
C 1.90460 -0.35445 2.03025
C 0.93838 -1.12034 2.88057
N 1.60201 0.24581 0.79806
H 1.94780 2.59778 -1.05199
H 2.83090 1.15291 -1.83559
H 3.60596 2.43298 -0.81645
H 4.76588 1.15101 1.17227
H 3.77730 -0.42540 3.22565
H 1.18068 -2.19461 2.90294
H 0.95437 -0.72921 3.91399
H -0.07632 -1.02649 2.49813



Record 3
40
Properties=species:S:1:pos:R:3 method="wB97M-V/def2-TZVPD" orbital_gap_ha=0.301 e_above_lowest_kcal_mol=172.3 smiles="Cn1c(C(=O)N2CCC(C(N)=O)CC2)cc2cc(Cl)ccc21" total_charge=0 e_lumo_ev=0.59
C 1.18427 1.90016 2.66800
N 1.25222 0.76104 1.82011
C 0.45874 0.29848 0.94793
C -0.75904 0.75788 0.64246
O -1.36772 1.20292 1.58606
N -1.11258 1.44796 -0.53345
C -0.40522 0.93566 -1.78135
C -1.29271 0.65526 -2.80510
C -2.61154 -0.03745 -2.64903
C -2.24696 -1.49113 -1.85297
N -3.25885 -2.29136 -1.39303
O -0.99854 -1.80107 -1.91708
C -3.42318 0.87607 -1.56844
C -2.44049 2.01495 -0.70330
C 1.01433 -0.94990 0.38880
C 2.23483 -1.21599 0.99121
C 3.04140 -2.31638 1.20081
C 4.20760 -2.22948 1.85925
Cl 5.37152 -3.50628 1.70894
C 4.51517 -0.96945 2.60783
C 3.54127 -0.08953 2.71240
C 2.29598 -0.18994 1.82507
H 1.51469 1.62235 3.81222
H 0.23217 2.16655 2.69132
H 1.89124 2.54350 2.19937
H 0.29986 1.99348 -2.03797
H 0.40916 0.26307 -1.64217
H -0.79854 0.20528 -3.53354
H -1.58309 1.62604 -3.34870
H -3.04182 -0.23279 -3.64600
H -4.24404 -1.88929 -1.59323
H -3.15648 -3.16213 -0.99190
H -3.90764 0.24857 -0.70135
H -4.11752 1.35398 -2.14535
H -2.28635 2.64477 -1.55374
H -2.84770 2.11590 0.28657
H 0.37254 -1.61207 -0.28931
H 2.89853 -3.02752 0.37298
H 5.31004 -1.38237 3.09277
H 3.85446 0.76029 3.27290



Record 4
43
Properties=species:S:1:pos:R:3 method="wB97M-V/def2-TZVPD" orbital_gap_ha=0.317 e_above_lowest_kcal_mol=25.9 smiles="CCCCNC(=O)NS(=O)(=O)c1cnccc1Sc1ccc(Cl)cc1" total_charge=0 e_lumo_ev=-0.18
C -0.46785 2.97851 0.72374
C 0.36966 3.86472 1.63756
C 1.81115 3.38210 1.80103
C 1.94395 2.03580 2.51458
N 1.69441 0.92224 1.62450
C 0.88512 -0.09239 1.95610
O 0.22017 -0.18000 2.96143
N 0.83296 -1.10838 0.98304
S 1.30763 -1.04789 -0.60421
O 2.57251 -0.37306 -0.67214
O 1.21401 -2.37782 -1.11532
C 0.13779 0.03274 -1.43741
C 0.69698 0.89317 -2.37372
N 0.01305 1.80023 -3.04092
C -1.28320 1.90610 -2.78989
C -1.94849 1.09615 -1.88855
C -1.23016 0.11519 -1.20122
S -2.12176 -0.86206 -0.02983
C -1.61217 -2.51965 -0.41915
C -1.44868 -3.42317 0.62279
C -1.09815 -4.73099 0.34672
C -0.91653 -5.12284 -0.97101
Cl -0.46328 -6.74591 -1.31748
C -1.10275 -4.22787 -2.01378
C -1.46013 -2.92363 -1.73700
H -0.63549 2.00437 1.17433
H 0.03113 2.84217 -0.23404
H -1.43765 3.43685 0.54198
H -0.10382 3.91822 2.61966
H 0.39303 4.87614 1.22489
H 2.35882 4.12673 2.38191
H 2.28641 3.30946 0.82007
H 1.22654 1.95754 3.33430
H 2.95570 1.94233 2.92650
H 2.28810 0.81132 0.81225
H 0.28572 -1.91493 1.24594
H 1.75912 0.83942 -2.56438
H -1.80675 2.67169 -3.34527
H -3.00640 1.20242 -1.71073
H -1.60856 -3.10466 1.64310
H -0.95968 -5.43983 1.14774
H -0.96531 -4.54848 -3.03384
H -1.60717 -2.22204 -2.54428



Record 5
45
Properties=species:S:1:pos:R:3 method="wB97M-V/def2-TZVPD" orbital_gap_ha="0.181 / 0.181" multiplicity=2 e_above_lowest_kcal_mol=4.1 total_charge=+1 e_lumo_ev="-4.00 / -3.93" s_squared=0.8876
Co 1.41039 0.81846 0.17513
C -4.56297 1.31801 -0.62784
S -3.07828 2.30527 -0.42627
C -1.77255 1.37546 0.18530
S -0.46342 2.30312 0.60906
N -1.12274 -0.24574 2.58369
N 0.57984 -0.58543 1.18354
C 1.34792 -1.08592 2.12951
C 2.75384 -0.93222 1.86418
C 3.75554 -1.57835 2.58287
C 5.06990 -1.40013 2.21005
C 5.37116 -0.57398 1.12976
C 4.33633 0.05700 0.47470
N 3.05243 -0.10629 0.82443
H -4.89778 0.93815 0.33557
H -4.43500 0.50350 -1.33391
H -5.28603 2.03526 -1.01706
H 0.94292 -1.57162 3.00331
H 3.48509 -2.21532 3.41404
H 5.86184 -1.90200 2.75111
H 6.39025 -0.41011 0.80949
H 4.52384 0.72845 -0.35187
C -1.67460 -0.38355 -2.54749
C -0.84466 -0.20896 -1.30962
N 0.37585 0.14492 -1.39223
N 0.90780 0.42197 -2.64046
C 1.89656 1.33533 -2.70416
N 2.42909 1.55124 -3.90854
S 2.41677 2.20409 -1.34295
C -1.54994 -0.16487 0.06629
C -2.71317 -1.09420 0.02194
C -3.64228 -1.13075 0.99460
C -3.58394 -0.40081 2.20248
C -2.40806 -0.08453 2.86848
N -0.71788 -0.53635 1.31473
H -1.26414 -1.17094 -3.18629
H -1.67294 0.55502 -3.10877
H -2.70195 -0.64159 -2.32707
H 0.62808 -0.12232 -3.44238
H 2.02630 1.17677 -4.75210
H 3.09606 2.29943 -4.00187
H -2.74181 -1.81815 -0.77958
H -4.50857 -1.76884 0.83611
H -4.50115 -0.26238 2.76187
H -2.51393 0.32392 3.86822



Record 6
40
Properties=species:S:1:pos:R:3 method="wB97M-V/def2-TZVPD" orbital_gap_ha=0.281 e_above_lowest_kcal_mol=15.0 total_charge=0 e_lumo_ev=0.32
Cu -0.29619 2.24887 0.64205
S 1.65705 1.18423 -0.25094
P 0.77974 -0.23048 0.90390
S -0.60474 0.59571 2.18469
C 2.01137 -1.08276 1.79882
C 3.34014 -0.76724 1.54709
C 4.35581 -1.41623 2.14316
C 4.09453 -2.45488 3.02868
C 2.83763 -2.68226 3.48673
C 1.75554 -2.03441 2.83886
C -0.09161 -1.46218 -0.10710
C -1.28887 -2.01061 0.31163
C -1.88120 -3.13741 -0.32449
C -1.26286 -3.58987 -1.49278
C -0.12939 -2.98893 -2.02519
C 0.48180 -1.91276 -1.32101
H 3.51162 0.07860 0.95827
H 5.40416 -1.16152 2.06576
H 4.90530 -3.01710 3.46478
H 2.69459 -3.35391 4.31635
H 0.77870 -2.08946 3.21355
H -1.73258 -1.74229 1.22735
H -2.75301 -3.56864 0.01891
H -1.74478 -4.41198 -2.05255
H 0.27463 -3.38159 -2.92109
H 1.42335 -1.48969 -1.68889
O -0.90518 4.06406 0.57054
S -2.12234 4.43382 -0.30099
C -1.44071 4.41015 -2.01741
C -1.94696 3.20119 -2.74578
C -2.24160 2.20019 -1.68760
C -2.96503 2.86950 -0.54047
H -0.37888 4.40617 -1.84542
H -1.56369 5.37264 -2.52925
H -1.26053 2.86441 -3.49948
H -2.87794 3.47426 -3.21106
H -1.19277 1.87777 -1.47491
H -2.72937 1.27575 -2.09227
H -2.92016 2.36760 0.35935
H -3.97556 3.06128 -0.95180